{
  "formula": "C78H199N9O26",
  "method": "ωB97M-V with the def2-TZVPD basis set",
  "species": ["C", "C", "C", "O", "H", "H", "H", "H", "H", "H", "H", "H", "C", "C", "C", "O", "H", "H", "H", "H", "H", "H", "H", "H", "C", "C", "C", "O", "H", "H", "H", "H", "H", "H", "H", "H", "C", "C", "C", "O", "H", "H", "H", "H", "H", "H", "H", "H", "C", "C", "C", "O", "H", "H", "H", "H", "H", "H", "H", "H", "C", "C", "C", "O", "H", "H", "H", "H", "H", "H", "H", "H", "C", "C", "C", "O", "H", "H", "H", "H", "H", "H", "H", "H", "C", "C", "C", "O", "H", "H", "H", "H", "H", "H", "H", "H", "C", "O", "C", "C", "N", "C", "C", "O", "C", "H", "H", "H", "H", "H", "H", "H", "H", "H", "H", "H", "H", "H", "H", "H", "C", "O", "C", "C", "N", "C", "C", "O", "C", "H", "H", "H", "H", "H", "H", "H", "H", "H", "H", "H", "H", "H", "H", "H", "C", "O", "C", "C", "N", "C", "C", "O", "C", "H", "H", "H", "H", "H", "H", "H", "H", "H", "H", "H", "H", "H", "H", "H", "C", "O", "C", "C", "N", "C", "C", "O", "C", "H", "H", "H", "H", "H", "H", "H", "H", "H", "H", "H", "H", "H", "H", "H", "C", "O", "C", "C", "N", "C", "C", "O", "C", "H", "H", "H", "H", "H", "H", "H", "H", "H", "H", "H", "H", "H", "H", "H", "C", "O", "C", "C", "N", "C", "C", "O", "C", "H", "H", "H", "H", "H", "H", "H", "H", "H", "H", "H", "H", "H", "H", "H", "C", "O", "C", "C", "N", "C", "C", "O", "C", "H", "H", "H", "H", "H", "H", "H", "H", "H", "H", "H", "H", "H", "H", "H", "C", "O", "C", "C", "N", "C", "C", "O", "C", "H", "H", "H", "H", "H", "H", "H", "H", "H", "H", "H", "H", "H", "H", "H", "C", "O", "C", "C", "N", "C", "C", "O", "C", "H", "H", "H", "H", "H", "H", "H", "H", "H", "H", "H", "H", "H", "H", "H"],
  "coordinates": [[3.7451, -2.7834, 6.0530], [4.8124, -2.6913, 4.9859], [4.2979, -2.7339, 3.5692], [5.5458, -1.4252, 5.2129], [2.9237, -2.1094, 5.9324], [4.2293, -2.5544, 6.9843], [3.3170, -3.8151, 6.0895], [5.4984, -3.5141, 5.2082], [5.0886, -2.6472, 2.7922], [3.5245, -1.9373, 3.5059], [3.7380, -3.6350, 3.4005], [6.4009, -1.4254, 4.7356], [-6.3395, 1.7956, 2.7089], [-7.3763, 1.9043, 1.5908], [-8.0319, 3.2967, 1.5298], [-6.7439, 1.6835, 0.3502], [-5.8323, 0.8724, 2.5084], [-6.7584, 1.7924, 3.7402], [-5.5561, 2.5204, 2.6065], [-8.0687, 1.0777, 1.7142], [-8.8053, 3.2872, 0.7274], [-7.2841, 4.0192, 1.1745], [-8.6217, 3.6170, 2.4286], [-6.1112, 2.3911, 0.3209], [-0.2913, -4.3483, -1.2291], [-1.4886, -3.4337, -1.3705], [-1.1127, -2.1934, -2.0695], [-2.5792, -4.0364, -2.0776], [0.2090, -4.4957, -2.1759], [-0.5607, -5.2778, -0.7601], [0.4676, -3.8937, -0.6271], [-1.9166, -3.1756, -0.3371], [-1.8625, -1.3922, -2.0530], [-0.7776, -2.4188, -3.1167], [-0.2805, -1.6273, -1.6934], [-2.2698, -4.5550, -2.8102], [-5.1385, 5.2091, 4.1627], [-3.7234, 5.5313, 3.8465], [-2.8231, 5.9224, 4.9949], [-3.1226, 4.3908, 3.1276], [-5.1080, 4.3601, 4.8593], [-5.6569, 4.8266, 3.3177], [-5.7106, 5.9641, 4.6598], [-3.6292, 6.3487, 3.1239], [-1.8852, 6.2173, 4.5312], [-2.6526, 5.0348, 5.6810], [-3.1805, 6.7693, 5.5977], [-2.8146, 3.7311, 3.7561], [-1.0318, -2.6377, 2.4124], [-0.5104, -2.1329, 3.7354], [-1.3361, -2.7064, 4.8696], [0.8426, -2.5005, 3.8316], [-0.7824, -3.7292, 2.2548], [-0.5579, -2.2036, 1.5588], [-2.1240, -2.4843, 2.2860], [-0.4890, -1.0317, 3.7506], [-0.8906, -2.2970, 5.8348], [-1.1826, -3.8147, 4.9259], [-2.3271, -2.3011, 4.8007], [1.0378, -3.1166, 4.5428], [-0.7866, 1.0375, 6.0022], [-2.0037, 1.2673, 5.1148], [-3.2640, 1.6685, 5.8532], [-1.7459, 2.4451, 4.2471], [-0.9377, 0.0921, 6.5466], [-0.4903, 1.8181, 6.7370], [0.0438, 0.8685, 5.3131], [-2.0991, 0.3760, 4.4416], [-3.0687, 2.6283, 6.3584], [-3.5869, 0.9885, 6.6656], [-4.1243, 1.9096, 5.1998], [-1.3142, 2.1040, 3.4067], [-5.2949, 6.0700, 0.1895], [-4.4388, 4.8952, -0.2125], [-3.0101, 5.4177, -0.4096], [-4.5129, 3.8542, 0.7547], [-6.3677, 5.8563, 0.1885], [-5.2169, 6.9630, -0.4930], [-4.9938, 6.4049, 1.1956], [-4.8110, 4.4127, -1.1167], [-2.8077, 5.8975, -1.3493], [-2.2804, 4.5941, -0.2305], [-2.8754, 6.1605, 0.3814], [-4.1671, 4.2242, 1.5897], [5.2677, -0.2471, -0.6404], [6.2933, 0.6585, -1.2958], [5.7387, 2.0795, -1.4433], [7.5016, 0.5866, -0.6290], [5.3927, -0.1034, 0.4328], [5.5636, -1.2428, -0.9738], [4.2506, -0.0249, -0.9511], [6.6018, 0.3365, -2.3045], [6.6024, 2.7483, -1.6236], [5.3047, 2.5082, -0.5109], [4.9996, 2.1570, -2.2592], [7.4219, 0.9024, 0.2461], [-3.1343, 1.8037, -2.5874], [-2.9769, 1.9236, -4.0233], [-3.1789, 0.6884, -4.7631], [-2.4608, 0.9718, -6.0674], [-1.0452, 1.1067, -5.9114], [-0.3505, -0.1339, -5.6946], [1.1010, -0.0350, -5.3108], [1.1287, 0.5351, -3.9860], [2.4535, 0.5272, -3.4325], [-2.5397, 2.6195, -2.1406], [-2.7615, 0.8508, -2.1770], [-4.2043, 1.8894, -2.2945], [-4.2703, 0.5326, -4.9243], [-2.7427, -0.2400, -4.2329], [-2.9557, 1.8507, -6.5065], [-2.7386, 0.1253, -6.7554], [-0.8210, 1.9297, -5.3065], [-0.3606, -0.7066, -6.6112], [-0.8507, -0.6233, -4.8736], [1.6029, 0.6910, -5.9654], [1.5945, -0.9732, -5.4103], [2.4558, 1.1330, -2.5223], [3.1551, 0.9801, -4.2019], [2.7007, -0.5070, -3.2731], [6.0852, -8.2570, 4.6501], [5.0500, -7.3000, 4.8662], [3.7604, -8.0145, 4.9390], [2.6871, -6.9516, 5.1524], [2.4544, -6.0333, 4.0917], [1.5939, -6.3799, 3.0052], [1.7488, -5.4410, 1.8610], [3.0677, -5.2207, 1.4074], [3.4469, -6.2230, 0.5001], [6.1384, -9.0396, 5.3899], [6.9899, -7.6454, 4.5386], [5.9352, -8.8481, 3.7592], [3.8091, -8.7223, 5.7804], [3.5708, -8.5648, 3.9999], [3.0709, -6.3245, 6.0211], [1.7229, -7.3992, 5.4564], [3.3511, -5.6118, 3.8814], [0.5292, -6.3208, 3.4186], [1.7101, -7.4248, 2.7034], [1.4466, -4.3912, 2.2374], [1.0868, -5.8012, 1.0550], [4.4853, -5.9986, 0.1210], [2.7986, -6.3725, -0.3626], [3.5250, -7.1849, 1.0494], [-4.9530, -1.4579, 4.7714], [-4.9296, -1.9558, 3.4467], [-5.8796, -2.9599, 3.1739], [-5.5971, -3.4649, 1.7410], [-6.5414, -4.3720, 1.2158], [-6.5650, -4.3726, -0.2308], [-7.3002, -5.5989, -0.8149], [-6.5061, -6.7580, -0.7286], [-5.9774, -7.1599, -1.9995], [-3.9981, -0.9374, 5.0076], [-5.0839, -2.2334, 5.4692], [-5.7911, -0.7089, 4.9179], [-6.8562, -2.5544, 3.2637], [-5.7139, -3.7826, 3.8722], [-4.5088, -3.7739, 1.7084], [-5.7519, -2.5786, 1.1173], [-6.6155, -5.2580, 1.6531], [-5.5262, -4.3494, -0.6562], [-7.0647, -3.4427, -0.5375], [-7.3882, -5.4547, -1.8809], [-8.2010, -5.8109, -0.2669], [-5.4649, -6.3782, -2.5228], [-6.8114, -7.4511, -2.7431], [-5.3084, -7.9746, -1.9158], [2.7691, 4.7900, 5.6663], [2.0610, 5.3571, 4.6111], [1.1296, 4.4177, 4.1578], [0.4737, 4.9965, 2.8384], [1.3388, 5.0068, 1.6747], [2.0552, 6.2329, 1.4541], [3.3572, 6.0116, 0.7138], [4.4213, 5.5226, 1.5583], [4.7532, 6.4165, 2.6079], [3.6428, 5.4309, 5.8743], [3.0857, 3.7565, 5.4077], [2.1332, 4.6433, 6.5356], [0.3915, 4.1491, 4.9698], [1.6419, 3.4676, 3.8076], [-0.0612, 5.9341, 2.9934], [-0.3565, 4.2499, 2.6266], [0.7889, 4.7207, 0.8427], [2.2659, 6.5944, 2.4123], [1.5309, 7.0526, 0.9246], [3.6470, 6.9605, 0.2669], [3.1886, 5.2474, -0.1004], [5.8259, 6.2257, 2.7966], [4.2059, 6.2662, 3.5174], [4.5246, 7.4738, 2.4053], [-7.3227, -0.4007, -2.1398], [-6.8446, -1.5903, -2.7014], [-5.5785, -1.4831, -3.2788], [-5.0887, -2.8864, -3.5330], [-3.8645, -2.9094, -4.4015], [-3.6645, -4.1701, -5.0274], [-2.3836, -4.3662, -5.8219], [-1.3338, -4.5802, -4.8944], [-0.1219, -4.3079, -5.5119], [-8.3809, -0.4654, -1.9894], [-7.2542, 0.3840, -2.9187], [-6.7642, -0.0840, -1.2373], [-4.8778, -0.9705, -2.6723], [-5.6924, -1.0676, -4.3050], [-5.9148, -3.3338, -4.0596], [-4.8281, -3.4147, -2.6304], [-3.0470, -2.6143, -3.8454], [-4.5374, -4.4224, -5.5322], [-3.6811, -4.9923, -4.2847], [-2.3100, -3.4490, -6.3540], [-2.6146, -5.1451, -6.5518], [-0.0150, -4.8223, -6.4811], [0.7404, -4.5912, -4.9014], [0.0997, -3.2529, -5.7887], [3.2705, 1.0634, 4.5867], [3.9156, 2.0779, 3.9061], [4.8892, 1.6234, 2.9713], [5.7148, 2.7873, 2.4954], [6.9574, 2.3366, 1.8409], [7.9200, 3.4150, 1.5801], [9.2876, 2.8688, 1.0642], [9.8662, 1.9608, 1.9577], [11.1172, 1.4567, 1.5261], [2.8620, 1.3761, 5.5644], [3.9463, 0.2492, 4.7229], [2.3658, 0.7691, 3.9116], [4.4656, 1.1286, 2.0442], [5.5401, 0.9610, 3.5080], [5.9117, 3.3833, 3.3768], [5.1571, 3.4466, 1.8872], [7.3196, 1.7678, 2.6260], [8.0454, 3.9223, 2.6061], [7.5150, 4.1548, 0.8798], [9.9791, 3.7210, 0.9366], [9.1384, 2.3355, 0.1096], [11.5012, 0.7485, 2.2423], [11.8360, 2.2316, 1.3713], [10.9823, 0.8431, 0.6005], [3.0862, -3.5808, -2.6745], [3.6408, -2.9709, -3.8342], [4.7804, -3.5891, -4.2714], [5.4077, -2.8546, -5.4568], [4.6319, -3.0445, -6.7529], [3.3060, -2.4778, -6.7147], [2.7275, -2.7264, -8.0315], [1.4563, -2.2332, -7.9800], [0.7517, -2.1133, -9.2193], [2.4092, -2.8617, -2.2755], [3.8977, -3.7704, -1.9190], [2.6268, -4.5447, -2.8589], [4.5675, -4.6338, -4.5013], [5.5180, -3.6445, -3.4692], [6.3816, -3.1981, -5.6965], [5.5003, -1.7635, -5.2678], [4.5346, -4.0666, -6.9089], [3.3411, -1.3957, -6.5921], [2.6190, -2.9018, -5.9819], [2.7921, -3.8354, -8.3077], [3.3732, -2.1681, -8.7180], [-0.2267, -1.7049, -9.0158], [0.6244, -3.0848, -9.6958], [1.2294, -1.4568, -9.8865], [-3.0166, 4.9733, -4.8968], [-2.3531, 5.8910, -5.7723], [-1.4745, 5.2473, -6.7279], [-0.1265, 4.9447, -6.1383], [0.3703, 6.1547, -5.5125], [1.6134, 6.0752, -4.7907], [1.7915, 4.8856, -3.8692], [0.5952, 4.7473, -3.0237], [0.5930, 3.4277, -2.5374], [-3.6215, 5.4542, -4.1413], [-2.2706, 4.3794, -4.4605], [-3.6408, 4.2173, -5.4186], [-1.3872, 5.9781, -7.5022], [-1.9602, 4.3453, -7.0429], [0.4839, 4.6995, -7.0107], [-0.2716, 4.0613, -5.5038], [-0.3954, 6.4122, -4.8792], [1.7209, 7.0520, -4.3294], [2.4258, 6.1169, -5.5221], [2.7188, 4.8998, -3.3106], [1.8262, 3.9588, -4.4577], [-0.2784, 3.2700, -1.8901], [1.3936, 3.1874, -1.7742], [0.5105, 2.6603, -3.3586], [-3.7806, -1.1078, 0.6237], [-2.6996, -0.1652, 0.3785], [-2.8914, 1.0399, 1.1077], [-1.6900, 1.9139, 1.0470], [-0.6576, 1.3317, 1.9137], [0.7207, 1.6035, 1.4787], [0.9987, 0.7286, 0.2309], [0.9025, -0.6546, 0.6050], [2.0259, -1.2268, 1.2529], [-3.6064, -2.0498, 0.0870], [-4.7188, -0.7328, 0.1817], [-3.9569, -1.3090, 1.6505], [-3.1043, 0.7324, 2.1686], [-3.8407, 1.4793, 0.7045], [-2.0027, 2.8882, 1.4677], [-1.4737, 1.9453, -0.0324], [-0.8187, 0.3213, 1.8842], [1.4379, 1.4264, 2.2792], [0.8749, 2.6852, 1.3769], [2.0367, 0.9228, -0.1522], [0.2848, 0.8617, -0.5512], [2.9556, -0.6910, 0.8526], [2.0790, -2.3207, 0.9905], [2.0153, -1.1372, 2.2947]],
  "multiplicity": 1,
  "largest_force_ev_per_a": 3.0,
  "relative_energy_kcal_mol": 54.3,
  "total_charge": 0,
  "homo_ev": -8.164
}